(1)
77
Properties=species:S:1:pos:R:3:mulliken_spin:R:1 method="wB97M-V/def2-TZVPD" charge=+1 gap_ev="5.22 / 5.78" multiplicity=4 homo_energy_ev="-9.1 / -12.0" lumo_ev="-3.869 / -6.197" largest_force_ha_per_bohr=0.1201 e_tot_ev=-100012.7231
Ti -1.24 -0.17 -0.76 1.0011
C -1.32 -3.41 -0.54 0.0300
C -1.61 -2.74 0.77 0.0149
C -1.61 -3.47 1.95 0.0631
C -1.88 -2.81 3.14 -0.0073
C -2.13 -1.44 3.13 0.0740
C -2.12 -0.77 1.91 0.1305
N -1.86 -1.41 0.73 0.0498
C -2.36 0.67 1.75 0.1100
C -2.85 1.57 2.69 -0.1061
C -3.08 2.89 2.30 0.1660
C -2.85 3.28 0.98 -0.0754
C -2.37 2.34 0.08 0.1533
N -2.11 1.08 0.49 0.1158
C -2.12 2.51 -1.36 0.0488
C -2.13 3.73 -2.02 0.0166
C -1.88 3.75 -3.39 0.0207
C -1.62 2.56 -4.06 0.0193
C -1.62 1.38 -3.34 0.0421
C -1.33 0.07 -4.02 0.0027
N -1.87 1.33 -2.01 0.0698
H -2.02 -4.23 -0.71 0.0021
H -1.42 -2.71 -1.37 -0.0271
H -0.30 -3.80 -0.54 -0.0013
H -1.41 -4.53 1.95 0.0012
H -1.88 -3.36 4.08 0.0019
H -2.33 -0.92 4.06 0.0064
H -3.06 1.26 3.70 -0.0028
H -3.47 3.61 3.02 0.0064
H -3.07 4.29 0.67 -0.0047
H -2.33 4.66 -1.50 0.0034
H -1.88 4.70 -3.93 0.0013
H -1.41 2.57 -5.13 0.0009
H -2.03 -0.09 -4.84 0.0027
H -0.31 0.07 -4.42 0.0036
H -1.43 -0.76 -3.32 -0.0107
F -1.96 -1.43 -2.02 0.0202
Sb -2.71 -2.74 -3.33 0.0027
F -1.23 -2.32 -4.60 0.0004
F -3.82 -1.29 -4.14 0.0005
F -3.46 -4.04 -4.64 0.0000
F -4.20 -3.15 -2.06 0.0001
F -1.61 -4.19 -2.51 0.0007
C 3.99 -2.26 1.12 0.0219
Si 3.11 -1.89 2.72 0.0027
C 4.35 -1.88 4.11 0.0049
C 1.83 -3.21 3.05 0.0074
C 2.28 -0.21 2.64 0.2077
Te 0.85 -0.17 1.04 0.5760
C 1.05 1.96 0.83 0.0707
Si 2.23 2.38 -0.57 0.0206
C 3.92 1.68 -0.22 0.0282
C 1.59 1.68 -2.18 0.0255
C 2.35 4.24 -0.71 0.0086
H 4.48 -3.25 1.19 -0.0001
H 4.76 -1.48 0.94 0.0034
H 3.27 -2.26 0.28 -0.0028
H 4.84 -2.87 4.17 0.0014
H 3.83 -1.67 5.07 0.0009
H 5.11 -1.10 3.92 0.0021
H 2.33 -4.20 3.12 0.0002
H 1.09 -3.23 2.23 0.0110
H 1.31 -3.00 4.01 0.0012
H 3.08 0.54 2.44 -0.0057
H 1.78 0.01 3.60 0.0211
H 1.42 2.39 1.78 0.0041
H 0.05 2.39 0.63 -0.0137
H 3.86 0.58 -0.15 -0.0144
H 4.31 2.09 0.73 0.0016
H 4.61 1.95 -1.05 0.0009
H 1.52 0.58 -2.10 0.0002
H 2.28 1.95 -3.00 0.0006
H 0.58 2.10 -2.39 0.0050
H 2.73 4.65 0.24 -0.0003
H 1.35 4.66 -0.92 0.0003
H 3.04 4.50 -1.53 0.0009
H 0.09 -0.17 -1.91 0.0604

---

(2)
66
Properties=species:S:1:pos:R:3:mulliken_spin:R:1 method="wB97M-V/def2-TZVPD" charge=+2 gap_ev="6.36 / 5.45" de_lowest_kj_mol=0.0 multiplicity=6 homo_energy_ev="-11.3 / -12.4" lumo_ev="-4.915 / -7.001" largest_force_ha_per_bohr=0.0583 e_tot_ev=-47935.8171
P -0.25 -2.26 -2.63 -0.0021
P 0.24 1.81 -2.84 0.0429
C -0.49 -0.94 -3.90 0.0009
C 0.43 0.34 -3.97 0.0015
H -1.54 -0.64 -3.92 -0.0012
H -0.33 -1.49 -4.85 0.0003
H 1.48 0.03 -3.95 -0.0006
H 0.27 0.76 -4.97 0.0006
C -1.34 2.63 -3.20 0.0061
H -1.52 3.37 -2.41 0.0105
H -2.18 1.93 -3.20 -0.0063
H -1.32 3.18 -4.15 0.0062
C 1.61 2.92 -3.25 0.0062
H 1.43 3.44 -4.20 0.0004
H 2.54 2.34 -3.30 -0.0011
H 1.69 3.68 -2.45 0.0000
C -1.45 -3.50 -3.18 0.0028
H -1.50 -4.34 -2.48 0.0001
H -1.16 -3.91 -4.16 0.0003
H -2.45 -3.06 -3.28 0.0003
C 1.37 -2.96 -3.00 0.0035
H 2.15 -2.19 -3.14 -0.0006
H 1.30 -3.52 -3.94 0.0005
H 1.68 -3.67 -2.23 -0.0014
Ir 0.29 -1.01 1.93 2.6829
C 0.28 1.83 -1.02 0.0542
C -1.13 1.45 -0.67 0.5506
C -1.77 0.22 -1.12 0.0471
C -1.69 -1.15 -0.36 0.3936
C -0.52 -2.06 -0.86 -0.2224
C 0.78 -1.56 -0.15 0.3592
C 1.50 -0.44 -0.91 -0.0160
C 1.44 0.98 -0.34 0.2914
C 0.39 -2.75 2.82 0.3125
H 0.47 2.88 -0.74 0.0055
H -1.42 1.82 0.33 0.0057
H -1.40 0.00 -2.14 -0.0353
H -2.85 0.49 -1.20 0.0393
H -1.61 -0.99 0.77 -0.0476
H -2.65 -1.69 -0.51 -0.0108
H -0.66 -3.11 -0.56 0.0047
H 1.48 -2.42 -0.02 0.0186
H 1.09 -0.39 -1.93 0.0247
H 2.55 -0.74 -1.04 -0.0053
H 1.31 0.97 0.76 -0.1243
H 2.43 1.46 -0.50 0.0006
H 1.30 -2.64 3.47 0.0238
H 0.50 -3.56 2.06 0.0420
H -0.54 -2.83 3.43 0.0164
C 1.96 1.60 6.16 -0.0266
C 2.47 0.98 5.02 0.0606
C 1.62 0.64 3.98 0.0330
C 0.25 0.89 4.06 -0.0831
C -0.65 0.37 3.08 0.2046
C -2.01 0.71 3.09 0.1753
C -2.51 1.42 4.21 -0.0421
C -1.70 1.80 5.25 0.1366
C -0.30 1.57 5.20 -0.0228
C 0.59 1.88 6.25 0.0461
H 2.62 1.88 6.98 -0.0006
H 3.54 0.75 4.95 0.0029
H 2.01 0.11 3.09 -0.0068
H -2.64 0.40 2.26 0.0335
H -3.59 1.65 4.25 0.0003
H -2.10 2.29 6.13 0.0062
H 0.18 2.34 7.14 0.0022

---

(3)
78
Properties=species:S:1:pos:R:3:mulliken_spin:R:1 method="wB97M-V/def2-TZVPD" charge=+1 gap_ev="7.98 / 8.01" multiplicity=6 homo_energy_ev="-10.2 / -10.2" lumo_ev="-2.210 / -2.218" largest_force_ha_per_bohr=0.0086 e_tot_ev=-99084.1214
Mn 0.21 -0.92 0.54 4.6875
C 2.98 -1.81 2.93 -0.0022
C 3.20 -0.77 1.82 0.0309
N 2.57 -1.02 0.51 0.0484
C 3.09 -2.13 -0.29 0.0193
C 2.37 -3.43 0.04 0.0125
N 0.92 -3.21 0.11 0.0334
C 0.10 -3.72 -1.01 0.0419
C -1.19 -4.33 -0.47 -0.0071
C -2.20 -3.33 0.09 0.0206
N -1.64 -2.37 1.07 0.0078
C -1.45 -2.92 2.41 0.0052
C -0.83 -1.88 3.33 0.0121
N 0.48 -1.40 2.84 0.0379
C 1.56 -2.34 3.18 0.0202
H 3.35 -1.33 3.84 -0.0003
H 3.63 -2.67 2.78 0.0005
H 4.29 -0.65 1.71 0.0041
H 2.83 0.20 2.16 -0.0084
H 2.72 -0.16 -0.02 -0.0005
H 4.17 -2.26 -0.16 -0.0010
H 2.92 -1.88 -1.34 -0.0044
H 2.71 -3.80 1.00 -0.0035
H 2.62 -4.19 -0.70 0.0022
H 0.58 -3.70 0.93 -0.0089
H 0.66 -4.48 -1.57 0.0035
H -0.13 -2.92 -1.71 -0.0177
H -0.93 -5.09 0.28 -0.0012
H -1.69 -4.87 -1.27 -0.0016
H -3.03 -3.88 0.54 0.0032
H -2.61 -2.74 -0.73 -0.0039
H -2.31 -1.61 1.14 -0.0033
H -0.83 -3.81 2.35 -0.0061
H -2.40 -3.26 2.85 0.0024
H -0.75 -2.29 4.35 0.0036
H -1.50 -1.01 3.38 -0.0074
H 0.67 -0.51 3.29 -0.0050
H 1.40 -3.25 2.61 -0.0063
H 1.49 -2.64 4.23 0.0045
N -1.92 4.37 -5.68 0.0003
C -1.98 3.25 -4.88 0.0008
C -0.92 2.34 -4.85 -0.0004
C -0.96 1.24 -4.02 -0.0014
C -2.05 1.04 -3.18 0.0087
C -3.13 1.92 -3.23 0.0004
C -3.09 3.02 -4.06 -0.0004
S -2.11 -0.37 -2.13 0.0163
O -1.32 -1.40 -2.75 -0.0048
O -3.50 -0.60 -1.83 0.0026
N -1.32 0.00 -0.78 0.0728
C -1.90 0.74 0.21 -0.0340
S -3.26 1.80 0.15 0.0024
C -3.00 2.20 1.80 0.0024
C -1.95 1.51 2.30 0.0044
N -1.33 0.68 1.40 -0.0122
H -1.29 4.35 -6.46 0.0000
H -2.79 4.84 -5.88 0.0000
H -0.08 2.49 -5.52 0.0000
H -0.16 0.51 -4.05 -0.0017
H -4.00 1.72 -2.62 -0.0001
H -3.93 3.70 -4.09 0.0000
H -3.65 2.89 2.32 -0.0006
H -1.59 1.58 3.31 -0.0013
N 1.80 5.74 2.03 0.0001
C 1.82 4.40 2.15 0.0000
O 2.01 3.84 3.21 0.0002
C 1.61 3.59 0.90 -0.0026
C 1.72 4.07 -0.40 0.0006
C 1.50 3.20 -1.46 -0.0002
C 1.19 1.88 -1.18 0.0221
N 1.09 1.41 0.07 -0.0091
C 1.30 2.25 1.07 0.0306
H 1.91 6.29 2.86 0.0000
H 1.50 6.21 1.19 0.0000
H 1.98 5.10 -0.60 -0.0002
H 1.57 3.53 -2.48 -0.0003
H 0.99 1.18 -1.97 0.0099
H 1.19 1.87 2.08 -0.0182

---

What did the third record say?
78
Properties=species:S:1:pos:R:3:mulliken_spin:R:1 method="wB97M-V/def2-TZVPD" charge=+1 gap_ev="7.98 / 8.01" multiplicity=6 homo_energy_ev="-10.2 / -10.2" lumo_ev="-2.210 / -2.218" largest_force_ha_per_bohr=0.0086 e_tot_ev=-99084.1214
Mn 0.21 -0.92 0.54 4.6875
C 2.98 -1.81 2.93 -0.0022
C 3.20 -0.77 1.82 0.0309
N 2.57 -1.02 0.51 0.0484
C 3.09 -2.13 -0.29 0.0193
C 2.37 -3.43 0.04 0.0125
N 0.92 -3.21 0.11 0.0334
C 0.10 -3.72 -1.01 0.0419
C -1.19 -4.33 -0.47 -0.0071
C -2.20 -3.33 0.09 0.0206
N -1.64 -2.37 1.07 0.0078
C -1.45 -2.92 2.41 0.0052
C -0.83 -1.88 3.33 0.0121
N 0.48 -1.40 2.84 0.0379
C 1.56 -2.34 3.18 0.0202
H 3.35 -1.33 3.84 -0.0003
H 3.63 -2.67 2.78 0.0005
H 4.29 -0.65 1.71 0.0041
H 2.83 0.20 2.16 -0.0084
H 2.72 -0.16 -0.02 -0.0005
H 4.17 -2.26 -0.16 -0.0010
H 2.92 -1.88 -1.34 -0.0044
H 2.71 -3.80 1.00 -0.0035
H 2.62 -4.19 -0.70 0.0022
H 0.58 -3.70 0.93 -0.0089
H 0.66 -4.48 -1.57 0.0035
H -0.13 -2.92 -1.71 -0.0177
H -0.93 -5.09 0.28 -0.0012
H -1.69 -4.87 -1.27 -0.0016
H -3.03 -3.88 0.54 0.0032
H -2.61 -2.74 -0.73 -0.0039
H -2.31 -1.61 1.14 -0.0033
H -0.83 -3.81 2.35 -0.0061
H -2.40 -3.26 2.85 0.0024
H -0.75 -2.29 4.35 0.0036
H -1.50 -1.01 3.38 -0.0074
H 0.67 -0.51 3.29 -0.0050
H 1.40 -3.25 2.61 -0.0063
H 1.49 -2.64 4.23 0.0045
N -1.92 4.37 -5.68 0.0003
C -1.98 3.25 -4.88 0.0008
C -0.92 2.34 -4.85 -0.0004
C -0.96 1.24 -4.02 -0.0014
C -2.05 1.04 -3.18 0.0087
C -3.13 1.92 -3.23 0.0004
C -3.09 3.02 -4.06 -0.0004
S -2.11 -0.37 -2.13 0.0163
O -1.32 -1.40 -2.75 -0.0048
O -3.50 -0.60 -1.83 0.0026
N -1.32 0.00 -0.78 0.0728
C -1.90 0.74 0.21 -0.0340
S -3.26 1.80 0.15 0.0024
C -3.00 2.20 1.80 0.0024
C -1.95 1.51 2.30 0.0044
N -1.33 0.68 1.40 -0.0122
H -1.29 4.35 -6.46 0.0000
H -2.79 4.84 -5.88 0.0000
H -0.08 2.49 -5.52 0.0000
H -0.16 0.51 -4.05 -0.0017
H -4.00 1.72 -2.62 -0.0001
H -3.93 3.70 -4.09 0.0000
H -3.65 2.89 2.32 -0.0006
H -1.59 1.58 3.31 -0.0013
N 1.80 5.74 2.03 0.0001
C 1.82 4.40 2.15 0.0000
O 2.01 3.84 3.21 0.0002
C 1.61 3.59 0.90 -0.0026
C 1.72 4.07 -0.40 0.0006
C 1.50 3.20 -1.46 -0.0002
C 1.19 1.88 -1.18 0.0221
N 1.09 1.41 0.07 -0.0091
C 1.30 2.25 1.07 0.0306
H 1.91 6.29 2.86 0.0000
H 1.50 6.21 1.19 0.0000
H 1.98 5.10 -0.60 -0.0002
H 1.57 3.53 -2.48 -0.0003
H 0.99 1.18 -1.97 0.0099
H 1.19 1.87 2.08 -0.0182

---

> The lowest multiplicity belongs to which entry?

C25H38F6N3SbSi2TeTi

---

> What is the multiplicity in the second record?

6